1.
Entry from the Open Molecules 2025 dataset: a cluster of 2 separate species, C14H29N4O2P in total at a distorted geometry (the ωB97M-V functional and the def2-TZVPD basis).

The geometry in XYZ format:
```
50
Properties=species:S:1:pos:R:3:forces:R:3
C -1.78178 3.51115 0.72047 -0.88 0.59 -0.16
C -0.90469 3.06655 -0.42564 -0.24 -0.54 0.44
N 0.33285 2.54338 0.20352 0.84 0.37 -0.51
C 0.93398 1.53530 -0.53874 -0.01 -1.07 0.31
N 1.39818 1.79041 -1.73922 0.08 0.22 -0.04
N 1.89936 0.78601 -2.43349 0.07 -0.25 0.03
C 1.97086 -0.49111 -2.05461 0.03 0.14 0.11
P 2.67375 -1.64329 -3.31279 0.23 0.07 -0.46
C 3.64073 -2.81113 -2.28296 -0.13 -0.22 0.13
C 1.14635 -2.59967 -3.73746 -0.27 0.28 0.30
C 0.47325 -2.08248 -5.02167 -0.08 0.03 0.08
C 1.49319 -0.79378 -0.78941 -0.14 0.04 0.03
C 0.94996 0.19499 0.01713 -0.30 0.18 0.18
C 0.34870 -0.16688 1.34689 0.18 -0.43 -0.57
C 0.88991 0.54379 2.60458 -0.16 0.46 0.17
O -0.04466 1.40008 3.19914 0.21 0.28 -0.04
C 1.33622 -0.47279 3.69473 0.16 0.17 0.01
N 0.34044 -0.81711 4.68706 0.04 -0.30 0.07
H -2.75679 3.04142 0.60838 -0.05 0.19 0.18
H -1.90241 4.58874 0.86656 0.23 0.00 -0.28
H -1.37527 3.07637 1.61546 -0.10 0.08 0.32
H -0.73904 3.80524 -1.21525 0.21 0.00 0.11
H -1.36787 2.18551 -0.88027 -0.07 0.13 -0.05
H 1.00817 3.28336 0.37077 -0.14 0.08 0.12
H 2.25509 1.04181 -3.34734 0.00 0.05 -0.01
H 3.48146 -3.80540 -2.70783 0.12 0.06 0.00
H 3.34808 -2.86071 -1.23400 0.01 0.05 -0.03
H 4.70244 -2.57664 -2.35639 -0.08 0.04 0.07
H 0.44797 -2.49863 -2.90228 0.01 -0.27 -0.02
H 1.41983 -3.65513 -3.79563 0.07 0.10 -0.13
H 0.09390 -2.90703 -5.62584 0.04 0.05 0.01
H 1.15648 -1.48798 -5.63241 0.00 -0.15 -0.03
H -0.38007 -1.44543 -4.78023 0.08 -0.02 -0.01
H 1.50953 -1.82375 -0.45206 0.02 0.08 0.03
H -0.76362 -0.05618 1.29574 -0.06 0.42 0.02
H 0.54552 -1.23837 1.45416 -0.13 0.01 0.03
H 1.77354 1.14957 2.33933 0.03 -0.20 -0.16
H -0.81948 1.51946 2.62237 -0.63 -0.36 -0.03
H 1.70135 -1.38700 3.21177 0.07 0.07 0.02
H 2.18302 -0.02448 4.22287 -0.03 -0.14 0.00
H -0.57107 -0.97297 4.26803 0.08 0.09 0.01
H 0.23304 -0.05389 5.34230 -0.14 0.03 -0.17
C -4.38748 -0.45807 1.02425 0.06 0.05 -0.04
C -3.68144 0.35929 2.11947 -0.43 -0.33 0.33
O -2.57065 1.00909 1.69833 0.92 -0.19 -0.24
H -3.70709 -1.21958 0.62928 0.00 0.03 -0.05
H -5.28189 -0.96280 1.40464 0.00 0.00 0.04
H -4.69034 0.19799 0.20284 0.06 -0.02 -0.02
H -3.49934 -0.35889 2.95770 0.10 0.04 -0.01
H -4.46219 1.04165 2.53773 0.14 0.05 -0.06
```
Positions in Å, forces in eV/Å.

Results
Multiplicity ... 1
Total charge ... 0
E_LUMO ... -1.554 eV

2.
Entry from the Open Molecules 2025 dataset: a structure of composition C7H16Br3N2 at a distorted geometry (the ωB97M-V functional and the def2-TZVPD basis).

The geometry in XYZ format:
```
28
Properties=species:S:1:pos:R:3:forces:R:3
C 2.04161 -1.13973 -0.15906 0.45 0.63 -0.92
N 1.60326 0.25605 -0.54346 0.15 -0.74 2.11
C 0.81494 0.93614 0.55544 -0.25 -0.27 -1.11
C -0.71721 1.17386 -0.07132 0.69 -0.64 0.10
C -1.47843 -0.27981 0.07164 -0.01 0.60 -0.86
C -2.93599 -0.33906 -0.72400 1.20 -1.20 -0.14
C -3.49369 -1.89594 -0.47497 1.63 0.92 -0.50
N -3.96626 -1.96416 0.96075 0.92 0.81 0.31
H 2.69023 -1.20169 0.81860 -0.93 -0.05 -1.32
H 2.72071 -1.53415 -1.05809 -1.31 0.66 1.89
H 1.17711 -1.92105 -0.04742 1.12 0.92 0.00
H 0.73746 0.27997 1.53240 -0.03 1.16 -1.49
H 1.26086 1.99256 0.87899 -0.85 -1.85 -0.59
H -1.28263 2.06501 0.45088 0.73 -1.74 -0.79
H -0.56084 1.44363 -1.22280 -0.33 -0.65 2.54
H -1.54759 -0.56562 1.20435 -0.12 0.60 -2.04
H -0.80718 -1.10751 -0.44426 -1.20 1.89 1.05
H -2.66836 -0.16323 -1.87386 -0.81 -0.28 2.48
H -3.69927 0.46655 -0.34003 1.37 -1.57 -0.77
H -2.53362 -2.57896 -0.59481 -2.04 1.28 0.04
H -4.27923 -2.23282 -1.27428 1.17 0.67 1.74
H -3.88812 -0.96879 1.32703 -0.23 -1.77 -0.52
H -3.29163 -2.50369 1.56725 -0.94 0.79 -1.20
C 4.75856 2.26912 -0.16552 -0.35 -0.19 -0.04
Br 6.42642 2.51435 -1.13624 -0.15 0.05 0.19
Br 5.06336 1.64321 1.65087 -0.05 0.22 -0.45
Br 3.65655 3.87179 -0.20351 0.36 -0.42 0.05
H 4.19898 1.48397 -0.68459 -0.17 0.17 0.25
```
Positions in Å, forces in eV/Å.

Results
Multiplicity ... 1
Total charge ... -1
E_LUMO ... 2.481 eV

3.
Entry from the Open Molecules 2025 dataset: the molecule C15H18ClN3O2 at a distorted geometry (the ωB97M-V functional and the def2-TZVPD basis).

The geometry in XYZ format:
```
39
Properties=species:S:1:pos:R:3:forces:R:3
O -2.77012 -0.87741 -2.06107 -0.08 0.25 -0.32
H -2.82764 0.07369 -1.90030 0.07 0.02 -0.02
C -2.71576 -1.50586 -0.80607 0.01 -0.34 0.52
C -1.75744 -0.75744 0.12538 0.03 -0.25 -0.31
N -2.28573 0.57649 0.36445 0.00 0.03 0.08
C -1.31247 1.44286 1.00337 -0.24 0.05 -0.10
C -0.17658 1.69033 0.07916 0.73 -0.02 0.07
N 1.07527 1.41785 0.28108 -0.36 -0.10 0.46
C 1.66736 1.80684 -0.88659 -0.78 0.44 -0.10
N 0.81724 2.29978 -1.74104 1.06 0.15 -0.71
O -0.39181 2.23237 -1.12195 -0.67 -0.17 0.59
C 3.12582 1.67861 -1.13820 0.06 0.03 -0.11
C 3.68934 0.47827 -0.43128 0.00 -0.05 -0.12
C 4.71557 0.60615 0.49439 -0.03 -0.05 -0.05
C 5.23252 -0.49783 1.14913 0.05 -0.01 0.05
C 4.72162 -1.75719 0.88902 0.01 0.01 0.01
C 3.69589 -1.90974 -0.02686 -0.06 0.02 -0.05
C 3.18991 -0.79769 -0.67843 0.22 -0.03 0.17
Cl 1.90875 -1.01417 -1.82470 -0.06 -0.19 -0.16
H 3.28642 -2.88485 -0.23930 -0.05 -0.07 -0.04
H 5.11770 -2.62280 1.39765 0.03 -0.08 0.04
H 6.03176 -0.37334 1.86386 0.07 0.01 0.06
H 5.11387 1.58814 0.70356 0.02 0.11 0.01
H 3.62374 2.58373 -0.78258 0.04 -0.06 -0.05
H 3.27563 1.60644 -2.21808 0.04 0.06 0.05
H -1.79734 2.39918 1.22312 0.03 -0.08 0.07
H -0.90221 1.02422 1.93744 -0.02 0.10 -0.12
C -3.53672 0.50344 1.09962 -0.30 0.13 -0.14
C -4.58557 -0.20686 0.24906 0.11 -0.14 0.24
C -4.09893 -1.59821 -0.14466 0.16 0.16 -0.28
H -4.79929 -2.05935 -0.84162 0.02 -0.08 0.02
H -4.02285 -2.23311 0.74021 -0.02 -0.06 0.06
H -5.52053 -0.27752 0.80699 -0.04 0.05 -0.04
H -4.77195 0.38166 -0.65080 -0.06 0.06 0.02
H -3.86869 1.52135 1.31971 0.03 -0.04 0.06
H -3.40677 -0.03185 2.05736 0.02 0.04 0.01
H -0.78300 -0.67132 -0.36037 -0.02 -0.08 0.02
H -1.62491 -1.32011 1.06557 0.00 0.04 0.01
H -2.33209 -2.51475 -0.99624 0.00 0.13 0.10
```
Positions in Å, forces in eV/Å.

Results
Multiplicity ... 1
Total charge ... 0
SMILES string ... O[C@@H]1CCCN(Cc2nc(Cc3ccccc3Cl)no2)C1
E_LUMO ... 0.846 eV
Relative energy (zero: lowest compared OMol25 entry of this formula, charge and spin) ... 30.94 kcal per mole

4.
Entry from the Open Molecules 2025 dataset: a structure of composition C22H23AuN3O2 at a distorted geometry (the ωB97M-V functional and the def2-TZVPD basis).

The geometry in XYZ format:
```
51
Properties=species:S:1:pos:R:3:forces:R:3
Au 1.16881 0.27081 0.96208 0.82 -3.53 14.36
O -0.27949 3.91161 0.95738 0.40 -0.96 -0.03
C -0.01209 2.71381 0.95978 -1.98 1.30 0.06
N 1.16951 2.14701 0.96208 0.81 2.75 0.12
C 2.44051 2.77931 0.95988 1.07 -0.81 0.09
C 3.48331 1.63121 0.96118 0.91 0.44 0.01
C 4.83141 1.99031 0.96118 -0.26 -0.72 0.01
C 5.80111 0.99011 0.96188 -0.17 0.13 0.00
C 5.40731 -0.34339 0.96258 -0.28 0.32 0.03
C 4.05171 -0.62899 0.96258 -0.28 -0.33 0.01
N 3.08771 0.30811 0.96198 6.86 2.74 -0.30
C -1.11239 1.64711 0.96088 -1.18 0.05 -0.01
C -2.43419 2.07941 0.96078 0.63 -0.34 -0.02
C -3.44749 1.12391 0.96158 0.09 -0.56 -0.10
C -3.11289 -0.22779 0.96248 -0.24 1.25 0.21
C -1.77089 -0.58029 0.96258 -0.66 1.36 3.05
N -0.76249 0.30741 0.96198 -7.11 3.71 1.44
H 2.61181 3.39801 1.84818 -0.09 0.00 -0.08
H 2.61061 3.39501 0.06928 -0.10 0.02 0.09
H 5.11001 3.03781 0.96058 -0.07 -0.09 0.00
H 6.85281 1.25421 0.96188 -0.09 -0.04 0.00
H 6.13661 -1.14309 0.96298 -0.13 0.01 0.00
H 3.68781 -1.65039 0.96308 0.03 0.01 0.00
H -2.65479 3.14061 0.96008 0.21 -0.10 0.01
H -4.48629 1.43631 0.96148 0.08 -0.06 0.02
H -3.87999 -0.99239 0.96298 0.13 0.03 0.04
H -1.45929 -1.61939 0.96328 -1.32 1.85 3.32
C -3.52089 -0.30359 -3.49182 -0.18 -0.04 -0.02
C -2.57479 -0.79149 -2.43402 0.11 0.09 0.08
C -2.92589 -1.84029 -1.58152 0.99 -0.20 0.43
C -2.04419 -2.29659 -0.58592 -0.87 -1.17 -3.10
C -2.50309 -3.42339 0.30158 0.03 0.06 -0.16
C -0.77429 -1.68559 -0.45552 2.86 -2.56 -3.50
C 0.15581 -2.17849 0.60418 -3.96 -3.44 -2.92
O 1.16881 -1.59079 0.96208 4.04 -2.63 1.17
C -0.40399 -0.63109 -1.31972 -0.40 -0.39 -1.64
C 0.93311 0.05791 -1.24842 -0.60 -2.15 -4.67
C -1.31759 -0.19639 -2.29632 0.00 -0.36 0.64
H -4.47689 -0.83609 -3.45332 0.20 0.08 -0.01
H -3.08789 -0.45919 -4.48502 -0.10 0.14 0.08
H -3.72679 0.76241 -3.35102 0.05 -0.11 -0.16
H -3.90449 -2.30629 -1.68992 0.20 0.06 0.09
H -3.54309 -3.70099 0.09748 0.25 0.17 -0.07
H -2.45189 -3.12719 1.35428 0.07 -0.26 0.13
H -1.88789 -4.31319 0.13428 -0.03 0.08 0.25
H -0.10919 -3.13019 1.08868 0.16 0.38 0.00
H 1.74671 -0.66799 -1.34522 -0.03 0.15 0.04
H 1.02811 0.61281 -0.31012 -0.84 3.81 -10.82
H 1.05681 0.77871 -2.06442 -0.13 0.04 0.30
H -1.04429 0.61961 -2.96442 0.00 -0.13 0.15
H 1.16881 0.27081 2.57768 0.06 -0.07 1.38
```
Positions in Å, forces in eV/Å.

Results
Multiplicity ... 3
Total charge ... +1
E_LUMO (spin up / spin down) ... -3.248 / -3.600 eV
⟨S²⟩ ... 2.02

5.
Entry from the Open Molecules 2025 dataset: a cluster of 2 separate species, C2ClF3 in total at a distorted geometry (the ωB97M-V functional and the def2-TZVPD basis).

The geometry in XYZ format:
```
6
Properties=species:S:1:pos:R:3:forces:R:3
C -0.17350 -0.56004 -0.61879 -2.49 -2.51 0.20
C 0.57645 0.31052 -0.01041 1.05 1.99 0.29
F -0.49899 -1.80352 -0.66729 0.40 2.02 0.38
F -2.38112 0.51356 0.83086 1.57 -0.68 -1.16
F 0.36585 1.60145 -0.17287 -0.17 -0.64 0.55
Cl 2.11131 -0.06196 0.63851 -0.36 -0.19 -0.25
```
Positions in Å, forces in eV/Å.

Results
Multiplicity ... 1
Total charge ... 0
E_LUMO (spin up / spin down) ... -4.263 / -4.233 eV
Relative energy (zero: lowest compared OMol25 entry of this formula, charge and spin) ... 149.41 kcal per mole

6.
Entry from the Open Molecules 2025 dataset: a structure of composition C6H5Br2NO2S at a distorted geometry (the ωB97M-V functional and the def2-TZVPD basis).

The geometry in XYZ format:
```
17
Properties=species:S:1:pos:R:3:forces:R:3
C -1.30290 0.88382 -0.88923 -0.26 0.10 -0.03
C -0.11882 0.14533 -0.76169 0.32 -0.01 0.62
C -1.68122 1.48326 0.27540 0.08 -0.03 0.31
C 0.39820 0.19427 0.51315 -0.72 0.66 -0.25
C 1.66356 -0.26190 1.00846 1.14 -3.12 0.90
C 1.75055 -2.19972 1.38794 0.35 3.28 -0.91
N 0.44785 -2.38289 1.96676 -0.60 -0.32 0.13
O -0.47502 -2.28116 1.17899 -0.18 -0.35 -0.07
O 0.34582 -2.52536 3.16311 -0.27 0.07 0.34
S -0.62166 1.14025 1.56762 0.27 -0.27 -0.73
Br 3.14381 -0.06156 -0.20398 0.01 0.11 0.01
Br 3.17643 -2.56248 2.56172 0.12 -0.01 -0.19
H -1.84953 0.98040 -1.81143 -0.09 0.03 -0.09
H 0.35127 -0.38962 -1.56729 0.14 -0.05 -0.12
H -2.52276 2.12532 0.44724 -0.24 0.05 -0.01
H 1.94403 0.12635 1.98489 0.04 -0.04 -0.11
H 1.84053 -2.64646 0.40352 -0.10 -0.07 0.21
```
Positions in Å, forces in eV/Å.

Results
Multiplicity ... 1
Total charge ... 0
E_LUMO ... -0.515 eV
Relative energy (zero: lowest compared OMol25 entry of this formula, charge and spin) ... 0.00 kcal per mole

E list, top to bottom, in eV: -34328.129; -220622.245; -36934.356; -35425.453; -22741.016; -162804.033